# 1
Here is a molecular structure, C18H24Br4MgN6O5P2S2 from the OMol25 dataset. Energies are from ωB97M-V/def2-TZVPD.

Atoms and positions in Å:
Mg -0.16113 -1.77969 1.45526
C 1.39479 1.95219 2.54985
N 1.51753 1.98759 1.08636
C 1.02340 3.21436 0.48683
P 1.53523 0.57777 0.23694
O 1.52194 -0.58074 1.14798
O 0.32968 0.74902 -0.82189
P -1.02811 -0.03439 -1.24079
O -1.59229 -0.89671 -0.18308
N -0.66162 -0.72189 -2.69201
C 0.68588 -0.74478 -3.25274
C -1.45196 -1.91410 -3.02444
N -2.08021 1.18735 -1.59845
C -1.77506 2.11845 -2.66300
C -2.90395 1.74721 -0.53063
N 2.82176 0.52187 -0.79043
C 3.05084 1.53941 -1.79468
C 4.05618 -0.05865 -0.25712
H 2.09769 2.67438 2.97942
H 1.62062 0.95845 2.92233
H 0.37681 2.19203 2.85619
H 1.60598 4.06689 0.84784
H -0.02852 3.37911 0.74841
H 1.10533 3.18720 -0.59830
H 1.13353 0.24243 -3.20440
H 0.60115 -1.02215 -4.30669
H 1.32930 -1.46453 -2.73942
H -2.42015 -1.87840 -2.52737
H -0.93686 -2.82480 -2.71283
H -1.61368 -1.93466 -4.10633
H -1.18337 1.63027 -3.43585
H -1.22441 2.99477 -2.29176
H -2.70215 2.47650 -3.12027
H -3.04876 1.01445 0.26006
H -3.88267 2.02009 -0.93454
H -2.44795 2.64210 -0.09356
H 2.11514 1.98405 -2.12361
H 3.54141 1.09354 -2.66425
H 3.69887 2.34263 -1.41467
H 3.83203 -0.73153 0.56799
H 4.73800 0.72729 0.09263
H 4.54717 -0.64573 -1.03441
Br -6.80593 -1.25042 2.97568
C -4.94991 -0.86822 2.84021
C -4.48107 0.41328 3.03556
Br -5.66734 1.83872 3.45408
C -3.09108 0.65722 2.92452
Br -2.38382 2.41293 3.16372
C -2.15670 -0.33193 2.61416
O -0.88433 -0.13230 2.45191
C -2.66013 -1.69837 2.42358
O -1.81011 -2.61886 2.13756
C -4.03923 -1.90376 2.53966
Br -4.62413 -3.68420 2.23703
S 0.78628 -3.05138 -0.55866
C 2.39052 -3.28476 0.10534
C 3.46488 -3.31948 -0.85894
N 4.29039 -3.33374 -1.66713
C 2.67998 -3.37458 1.43713
S 1.54571 -3.26394 2.74314
C 4.07696 -3.53785 1.80584
N 5.18165 -3.65700 2.11506

Kohn-Sham gap	0.1954	Eh
charge	-2
relative energy (zero: lowest compared OMol25 entry of this formula, charge and spin)	0.0	kJ/mol
HOMO	-0.052	hartree
strongest force on any atom	0.68	eV/A
2S+1	1
LUMO level	3.92	eV

Löwdin atomic charge list, values in e, 2 entries:
1 Mg 0.3311
2 C -0.0949

=====

# 2
Here is C22H26N2O4S in the gas phase at a distorted geometry from the OMol25 dataset. Energies are from ωB97M-V/def2-TZVPD.

Atoms and positions in Å:
C -6.88099 -1.23786 -0.86320
C -5.41985 -1.16001 -0.54711
C -5.00460 -0.81484 0.73740
C -3.66066 -0.73249 1.04650
C -2.72488 -0.99149 0.06218
C -3.11108 -1.34915 -1.21437
C -4.46023 -1.43311 -1.51534
H -4.76920 -1.70997 -2.51262
H -2.35017 -1.55563 -1.95056
S -0.99405 -0.83860 0.46666
O -0.20664 -1.33025 -0.63348
O -0.77138 -1.42654 1.75789
N -0.82659 0.83359 0.64531
C -0.86108 1.54932 -0.62613
H -0.57403 0.86084 -1.42892
C -2.24166 2.14592 -0.91548
H -2.17859 2.69932 -1.85353
H -2.98530 1.35616 -1.02999
C -2.70277 3.09409 0.19484
O -3.08428 2.41391 1.36436
H -2.36151 1.80799 1.58147
H -3.58799 3.64882 -0.12817
H -1.90154 3.81600 0.41278
H -0.12814 2.35820 -0.59124
C 0.25314 1.20408 1.55729
C 1.61128 0.85773 1.00916
C 2.11860 -0.39227 1.10010
C 3.37002 -0.75174 0.51576
C 4.10498 0.26456 -0.12508
C 5.35809 -0.00205 -0.70253
C 5.83531 -1.29436 -0.63519
C 5.10474 -2.31189 -0.02781
C 3.87708 -2.06733 0.54954
C 3.08762 -3.17052 1.17990
H 3.59178 -4.12395 1.04320
H 2.09648 -3.22839 0.73225
H 2.96288 -2.99534 2.24785
H 5.51186 -3.31210 -0.01356
H 6.79617 -1.52532 -1.07181
C 6.14453 1.08615 -1.37317
H 7.08744 0.69238 -1.74289
H 6.36472 1.89520 -0.67600
H 5.59522 1.49946 -2.21972
N 3.56626 1.52365 -0.17618
C 2.33967 1.90423 0.30887
O 1.94531 3.05107 0.14223
H 4.08612 2.24976 -0.65342
H 1.55156 -1.14603 1.62238
H 0.19291 2.28111 1.73562
H 0.06952 0.65720 2.48377
H -3.32559 -0.47500 2.03766
H -5.74334 -0.60479 1.49594
H -7.35683 -2.00574 -0.25487
H -7.36613 -0.28976 -0.63743
H -7.04414 -1.47423 -1.91111

Kohn-Sham gap	0.3150	Eh
relative energy (zero: lowest compared OMol25 entry of this formula, charge and spin)	107.8	kJ/mol
HOMO	-0.307	hartree
strongest force on any atom	1.06	eV/A
2S+1	1
LUMO level	0.22	eV
SMILES string	Cc1ccc(S(=O)(=O)N(CCCO)Cc2cc3c(C)ccc(C)c3[nH]c2=O)cc1

Löwdin atomic charge list, values in e, 2 entries:
1 C -0.0454
2 C -0.2636

=====

# 3
Here is a molecular structure, C27H31ClN4O8Y at a distorted geometry from the OMol25 dataset. Energies are from ωB97M-V/def2-TZVPD.

Atoms and positions in Å:
Y 0.80030 0.12858 -0.13823
Cl 2.52860 0.07292 -1.95719
N 0.40282 2.41265 -0.67683
N 0.33803 -2.15136 -0.64207
C -0.15598 3.02012 -1.70713
C -0.22194 -2.74175 -1.68714
C 1.37825 3.36972 -0.06007
C 1.53164 4.41320 -1.17149
C 2.71032 2.71778 0.29834
C 0.77433 3.96378 1.21599
H 3.08994 2.13863 -0.55195
H 2.60626 2.05049 1.17311
H 3.43078 3.50644 0.54186
H -0.10335 4.57320 0.97459
H 1.51795 4.59596 1.72145
H 0.47030 3.15960 1.90372
C 1.27393 -3.14195 -0.00833
C 1.39988 -4.19848 -1.10862
C 0.64022 -3.69479 1.27197
C 2.63567 -2.55313 0.34626
H 3.02547 -1.97055 -0.49823
H 3.32494 -3.37738 0.56342
H 2.56756 -1.90347 1.23357
H -0.26388 -4.26573 1.03434
H 0.37318 -2.87191 1.95200
H 1.35319 -4.35149 1.78976
O 0.37829 -3.85101 -2.09792
H 1.19481 -5.21756 -0.75663
H 2.37950 -4.16454 -1.60445
O 0.47118 4.10739 -2.13371
H 2.49801 4.33101 -1.68764
H 1.37851 5.44305 -0.82286
C -1.41851 2.63752 -2.40330
C -1.45748 -2.33013 -2.41323
C -1.32673 -1.06935 -3.24988
H -2.21668 -2.13022 -1.63270
H -1.80760 -3.19173 -2.99673
C -1.31037 0.15222 -2.57111
C -1.31462 1.37892 -3.24523
H -1.49401 0.15021 -1.48610
C -1.32366 1.38331 -4.64721
C -1.33406 0.16232 -5.32285
C -1.41809 2.66697 -5.42628
C -1.33471 -1.06536 -4.65306
H -1.40003 0.16390 -6.41608
C -1.44176 -2.33987 -5.44417
H -1.47265 -2.11192 -6.51631
H -2.35990 -2.88672 -5.19841
H -0.59009 -3.01238 -5.27014
H -2.33489 3.21536 -5.18018
H -1.44381 2.45314 -6.50169
H -0.56515 3.33368 -5.23818
H -1.76982 3.50693 -2.97313
H -2.15924 2.44152 -1.60443
O 1.38354 -0.07649 2.09631
C 0.14832 0.02226 2.47854
O -0.76581 0.22687 1.59943
C -0.23827 -0.13776 3.91335
C 0.60271 -0.79724 4.81443
C 0.13452 -1.08341 6.12179
C -1.11151 -0.61288 6.55804
C -1.91316 0.11349 5.66807
C -1.49245 0.33168 4.33711
N -3.16722 0.67623 6.10222
O -3.55740 0.46753 7.26421
O -3.80995 1.36869 5.27644
N 0.90541 -1.93206 6.99618
O 1.99833 -2.37502 6.59157
O 0.43841 -2.19501 8.12780
H 1.59473 -1.11289 4.50587
H -1.44424 -0.80122 7.57915
H -2.14074 0.85954 3.64996

Kohn-Sham gap (spin up / spin down)	0.1532 / 0.1266	Eh
charge	-1
HOMO (spin up / spin down)	-0.084 / -0.057	hartree
strongest force on any atom	2.84	eV/A
2S+1	1
LUMO level (spin up / spin down)	1.89 / 1.90	eV

Löwdin atomic charge list, values in e, 2 entries:
1 Y 1.2759
2 Cl -0.0578

=====

# 4
Here is a molecular structure, C26H50AlBr2Cl2F4KNO8P at a distorted geometry from the OMol25 dataset. Energies are from ωB97M-V/def2-TZVPD.

Atoms and positions in Å:
C -0.84576 -1.21474 -2.50943
C -1.48445 -1.12024 -3.69786
C -2.42333 -0.06801 -3.99836
P -1.86276 1.67036 -3.51748
C -2.65035 2.15869 -1.93108
C -0.07955 1.65162 -3.07496
C 0.80748 1.41751 -4.30365
C -3.81440 -0.48579 -3.45604
C -4.77792 0.37499 -4.30897
C -3.91182 0.69367 -5.51371
O -4.10864 1.42961 -6.44693
O -2.70558 -0.01382 -5.39278
H -1.36135 -1.24979 -1.55941
H 0.22061 -1.30949 -2.45162
H -1.32751 -1.88168 -4.45184
H -1.95037 1.88894 -1.13708
H -2.76549 3.22470 -1.93725
H -3.58468 1.65479 -1.76405
H 0.15009 0.99925 -2.23963
H 0.10970 2.65879 -2.72632
H 1.12780 2.37033 -4.68473
H 0.31114 0.86799 -5.08932
H 1.70359 0.88587 -4.01741
H -3.87610 -0.32257 -2.38884
H -4.08159 -1.51310 -3.65790
H -5.09028 1.40085 -3.89542
H -5.64528 -0.19665 -4.59393
C -1.06936 -7.11814 0.54141
C -0.37494 -7.01416 -0.80956
O -0.55229 -5.77395 -1.48386
C 0.26878 -4.67443 -1.14310
O 1.54828 -4.98897 -1.16019
C -0.17651 -3.96817 0.18886
F -1.50044 -3.94059 0.27140
F 0.24430 -2.65038 0.19809
F 0.29768 -4.52561 1.29165
H -2.05219 -6.64919 0.51161
H -1.18515 -8.16825 0.81518
H -0.49548 -6.64523 1.33273
H -0.83395 -7.74761 -1.47498
H 0.68138 -7.28200 -0.74139
H -0.06708 -3.91853 -1.91095
K 2.44540 -3.00046 -1.79137
C -2.03757 -0.39679 1.03499
C -2.53208 -0.17850 2.45840
C -3.09972 1.19385 2.79585
N -2.15552 2.36829 2.67460
C -0.81612 2.03629 3.21900
C -2.07066 2.86217 1.24855
C -3.22972 3.82748 1.10563
C -3.21148 4.59067 2.42774
C -2.72898 3.57296 3.45667
H -1.12797 0.18147 0.82095
H -1.78929 -1.44478 0.90042
H -2.80840 -0.13072 0.29697
H -1.74881 -0.44961 3.16372
H -3.33295 -0.89407 2.63973
H -3.41887 1.17543 3.83716
H -3.97261 1.42596 2.18455
H -0.35666 1.26907 2.60174
H -0.93494 1.68538 4.24074
H -0.20846 2.93550 3.19744
H -1.11416 3.38221 1.13276
H -2.12510 2.02957 0.55741
H -4.16744 3.28467 0.97926
H -3.11364 4.48197 0.24292
H -4.18551 4.99912 2.68333
H -2.51683 5.43158 2.38972
H -3.52976 3.21583 4.09546
H -1.94057 3.99184 4.07897
C 1.65942 6.68645 3.43805
C 0.86511 5.41810 3.26283
O 1.29508 4.68908 2.02311
H 1.53500 7.35390 2.57676
H 1.32546 7.20951 4.32892
H 2.72990 6.47064 3.52706
H -0.23028 5.61816 3.13771
H 0.99151 4.74949 4.11067
H 2.23273 4.44335 2.07242
Cl -1.59601 6.65819 4.25255
Al 0.60532 5.69863 0.50266
F -1.85232 -2.69208 2.30824
Br 6.36334 -1.83578 -0.88781
C 6.15272 -2.90730 0.73318
C 7.44404 -2.99029 1.49851
Br 8.68913 -4.21155 0.65005
H 5.78411 -3.87949 0.42326
H 5.38963 -2.39973 1.31991
H 7.26732 -3.39161 2.49402
H 7.94784 -2.03262 1.57903
C 12.56633 -5.03959 -0.18091
O 11.60407 -4.34350 -0.58710
O 12.22065 -6.10012 0.63396
O 13.75440 -4.86885 -0.43338
H 11.25947 -5.97798 0.64910
Cl -4.99181 3.32176 -3.78695

Kohn-Sham gap	0.0344	Eh
HOMO	-0.277	hartree
strongest force on any atom	2.47	eV/A
2S+1	1
LUMO level	-6.61	eV

Löwdin atomic charge list, values in e, 2 entries:
1 C 0.0481
2 C -0.0720